{"formula": "C50H57N2O3ReS2Sb2", "method": "ωB97M-V/def2-TZVPD", "symbols": ["Re", "C", "Sb", "C", "C", "C", "C", "C", "C", "C", "C", "C", "Sb", "C", "C", "H", "H", "H", "H", "H", "H", "H", "H", "H", "H", "H", "H", "H", "H", "H", "H", "H", "H", "H", "H", "C", "C", "O", "C", "C", "C", "C", "C", "C", "H", "H", "H", "H", "H", "H", "H", "H", "O", "S", "C", "C", "C", "C", "C", "C", "C", "C", "C", "C", "C", "C", "H", "H", "H", "H", "H", "H", "H", "H", "H", "H", "C", "C", "C", "N", "C", "S", "N", "C", "O", "C", "C", "C", "C", "C", "C", "H", "H", "H", "H", "H", "H", "H", "H", "H", "H", "H", "H", "H", "H", "C", "C", "C", "C", "C", "C", "C", "H", "H", "H", "H", "H"], "xyz": [[-0.11618, 0.00463, -0.83998], [-2.64528, 2.15702, 1.25914], [-0.66601, 2.26431, 0.55073], [0.57327, 2.83344, 2.16472], [-0.61858, 4.16992, -0.46102], [-1.95094, 4.57578, -0.99259], [-2.80778, 5.33298, -0.19836], [-4.03648, 5.75725, -0.68131], [-4.43819, 5.38756, -1.95690], [-3.60166, 4.61097, -2.74456], [-2.34722, 4.21832, -2.28416], [-1.41767, 3.50286, -3.21021], [-1.17361, 1.37588, -2.97881], [-3.12464, 0.73061, -3.45566], [-0.08178, 1.10460, -4.76505], [-2.69712, 2.70231, 2.20092], [-2.93044, 1.12089, 1.42577], [-3.30575, 2.62803, 0.53208], [0.20192, 3.80878, 2.47716], [1.60509, 2.92079, 1.83120], [0.49506, 2.11804, 2.97519], [0.17386, 4.13147, -1.20597], [-0.29663, 4.81980, 0.35240], [-2.49708, 5.62035, 0.80043], [-4.67024, 6.38818, -0.07312], [-5.39280, 5.71769, -2.34326], [-3.91218, 4.34055, -3.74732], [-0.40600, 3.90836, -3.20616], [-1.79080, 3.51397, -4.23564], [-3.42142, 1.28269, -4.34767], [-3.81921, 0.94813, -2.64611], [-3.13184, -0.32769, -3.68193], [-0.65054, 1.57042, -5.56872], [0.06357, 0.04842, -4.96985], [0.88757, 1.59237, -4.67067], [-2.21319, -2.28329, 1.72959], [-0.85334, -2.55540, 1.06072], [-0.56513, -1.44756, 0.19182], [1.72112, -2.76626, 1.57655], [2.47349, -3.94178, 1.58186], [3.82508, -3.92332, 1.26855], [4.44130, -2.72738, 0.93414], [3.69202, -1.55828, 0.87481], [2.34666, -1.57275, 1.20499], [-2.67248, -1.42196, 1.24714], [-2.12405, -2.06838, 2.79047], [-2.88880, -3.12399, 1.60606], [2.00006, -4.88587, 1.82963], [4.39630, -4.84145, 1.29680], [5.50438, -2.70373, 0.73542], [4.16972, -0.62485, 0.60559], [1.80600, -0.63242, 1.22276], [-0.32174, -0.08041, 2.65905], [0.34598, -1.08981, 3.49948], [-0.65700, -1.35370, 4.89338], [-1.85721, -0.65763, 5.05563], [-2.53934, -0.78338, 6.25077], [-2.02366, -1.58487, 7.26685], [-0.80970, -2.25059, 7.10926], [-0.11328, -2.13420, 5.92282], [0.29707, -2.83150, 2.06303], [0.04996, -3.79596, 3.06543], [-1.00020, -4.71701, 3.17311], [-1.62480, -5.26996, 2.08130], [-1.29796, -4.98916, 0.70946], [-0.83247, -3.81950, 0.24689], [-2.22910, -0.02270, 4.26263], [-3.47128, -0.25615, 6.40184], [-2.56656, -1.68326, 8.19780], [-0.40766, -2.84456, 7.91851], [0.85184, -2.61692, 5.81143], [0.81650, -3.85226, 3.83447], [-1.17234, -5.17523, 4.13980], [-2.27141, -6.12114, 2.26715], [-1.38884, -5.81833, 0.01786], [-0.40905, -3.74891, -0.74844], [-2.08359, -7.25315, -3.35720], [-1.36134, -5.93539, -3.09103], [-1.56995, -4.97222, -4.25075], [-0.83904, -3.69863, -4.02910], [-1.15469, -2.70150, -3.24094], [0.19316, -1.70017, -2.71954], [-2.39037, -2.41738, -2.81131], [-3.75930, -2.80619, -3.19446], [-4.52537, -2.87328, -2.27887], [-4.06490, -2.93913, -4.62128], [-3.33379, -2.26180, -5.60122], [-3.72183, -2.34819, -6.92547], [-4.82709, -3.11835, -7.27476], [-5.55639, -3.79091, -6.30095], [-5.19002, -3.68846, -4.97064], [-1.92178, -7.95491, -2.54098], [-1.71850, -7.72055, -4.27181], [-3.15880, -7.10049, -3.45962], [-0.29142, -6.11468, -2.95095], [-1.75041, -5.47000, -2.17858], [-2.62526, -4.77208, -4.39794], [-1.18057, -5.38947, -5.17786], [0.14040, -3.73259, -4.28685], [-2.41636, -1.89355, -1.94643], [-2.48546, -1.64109, -5.33214], [-3.17000, -1.81780, -7.68971], [-5.12300, -3.18943, -8.31301], [-6.41495, -4.38641, -6.57931], [-5.76401, -4.18116, -4.19656], [1.44042, 0.59029, -1.40914], [2.76785, 0.84548, -1.80022], [3.57842, 1.68439, -1.01074], [4.89301, 1.89083, -1.37016], [5.40545, 1.27139, -2.50879], [4.60905, 0.44264, -3.29536], [3.28841, 0.23164, -2.95610], [3.16366, 2.16133, -0.13104], [5.52524, 2.53308, -0.77231], [6.43590, 1.44478, -2.79087], [5.02475, -0.03233, -4.17345], [2.65678, -0.41066, -3.55582]], "multiplicity": 1, "de_lowest_kj_mol": 121.06, "charge": 4, "max_force_ha_per_bohr": 0.0518}

***

{"formula": "C50H57N4O4Si", "method": "ωB97M-V/def2-TZVPD", "symbols": ["C", "Si", "C", "C", "O", "C", "C", "C", "C", "C", "C", "C", "C", "C", "C", "C", "C", "C", "C", "C", "C", "C", "N", "C", "C", "C", "C", "C", "C", "C", "C", "H", "H", "H", "H", "H", "H", "H", "H", "H", "H", "H", "H", "H", "H", "H", "H", "H", "H", "H", "H", "H", "H", "H", "H", "H", "H", "H", "H", "H", "H", "H", "H", "H", "C", "N", "C", "O", "C", "C", "C", "C", "C", "C", "C", "C", "N", "C", "C", "C", "C", "C", "C", "N", "O", "O", "C", "C", "C", "C", "C", "C", "H", "H", "H", "H", "H", "H", "H", "H", "H", "H", "H", "H", "H", "H", "H", "H", "H", "H", "H", "H", "H", "H", "H", "H"], "xyz": [[3.30683, 1.90263, 2.88279], [1.84413, 0.88173, 3.40044], [2.05193, -0.94264, 3.10317], [1.30551, 1.28245, 5.13552], [0.54765, 1.30041, 2.46258], [0.08507, 1.64412, 1.17347], [1.22282, 1.59521, 0.15163], [1.51417, 0.35518, -0.41605], [2.53734, 0.23830, -1.35753], [3.25470, 1.37759, -1.73534], [3.00736, 2.59666, -1.10406], [2.03283, 2.69895, -0.10298], [-1.01806, 0.63003, 0.77205], [-1.53042, -0.31754, 1.66174], [-2.60268, -1.12239, 1.26088], [-3.22908, -0.90263, 0.03297], [-2.66701, 0.00878, -0.86311], [-1.47877, 0.66494, -0.54734], [-0.59139, 3.03067, 1.40327], [-1.80693, 2.88143, 2.34369], [-3.06438, 2.87926, 1.47455], [-2.64091, 3.34294, 0.08063], [-1.19451, 3.67240, 0.21066], [-0.57054, 4.60733, -0.46030], [-1.22202, 5.45562, -1.50588], [-0.59920, 5.19698, -2.93461], [-1.44150, 5.16201, -4.04448], [-1.00996, 4.65726, -5.27405], [0.27908, 4.14355, -5.39980], [1.13612, 4.22451, -4.30343], [0.72265, 4.80010, -3.09200], [4.11459, 1.77380, 3.61838], [3.68426, 1.60612, 1.89560], [3.04430, 2.96929, 2.84546], [2.84227, -1.34339, 3.75269], [1.11552, -1.47674, 3.31878], [2.32375, -1.14005, 2.05742], [2.14234, 1.16068, 5.83827], [0.94769, 2.31950, 5.20456], [0.49009, 0.61864, 5.45483], [0.95224, -0.53246, -0.11875], [2.75960, -0.73648, -1.79119], [4.02642, 1.30473, -2.50742], [3.58640, 3.48714, -1.36065], [1.94640, 3.59928, 0.50898], [-1.08827, -0.43117, 2.65947], [-2.95506, -1.90346, 1.93912], [-4.13642, -1.45690, -0.22824], [-3.14705, 0.22240, -1.80986], [-0.94932, 1.25765, -1.29813], [0.16778, 3.71164, 1.81872], [-1.70677, 2.04039, 3.03354], [-1.81787, 3.79117, 2.95386], [-3.54751, 1.89819, 1.43843], [-3.79965, 3.58436, 1.87518], [-2.77834, 2.54676, -0.66232], [-3.21575, 4.19831, -0.28350], [0.49095, 4.75218, -0.23486], [-2.20145, 4.96762, -1.62366], [-2.48014, 5.49471, -3.93286], [-1.68568, 4.68165, -6.12299], [0.61605, 3.71387, -6.34357], [2.14818, 3.84817, -4.37126], [1.41013, 4.88428, -2.24526], [0.78516, 11.75899, 3.36688], [0.36689, 10.38547, 3.18563], [0.68755, 9.43536, 4.11645], [1.41582, 9.61557, 5.08492], [-0.01367, 8.15599, 3.64999], [-1.35642, 8.05276, 4.38329], [-1.27648, 8.14681, 5.90247], [-2.18086, 8.96141, 6.59810], [-2.08119, 9.10723, 7.98694], [-1.10980, 8.39336, 8.69910], [-0.22877, 7.54911, 8.01246], [-0.31029, 7.42807, 6.61949], [-0.08775, 8.39005, 2.19726], [-0.44179, 7.41150, 1.29133], [-0.57017, 7.59717, -0.06180], [-1.52785, 6.84614, -1.01508], [-2.06576, 7.71846, -2.17848], [-1.37242, 8.79701, -2.69444], [-1.85962, 9.44155, -3.86653], [-1.07684, 10.43271, -4.52402], [-1.48144, 10.80160, -5.65546], [-0.03970, 10.89178, -3.99349], [-3.05713, 9.04704, -4.46851], [-3.80876, 8.03563, -3.87903], [-3.33373, 7.40740, -2.72145], [0.02715, 9.81859, 1.87895], [-1.30893, 10.40565, 1.41260], [1.16423, 10.15004, 0.89231], [0.64139, 12.04535, 4.41452], [1.84503, 11.89721, 3.10770], [0.17827, 12.40469, 2.72585], [0.62435, 7.28898, 3.86349], [-2.00158, 8.85910, 3.99546], [-1.80434, 7.08646, 4.10233], [-2.94458, 9.50791, 6.03671], [-2.76339, 9.77701, 8.51401], [-1.04772, 8.48042, 9.78364], [0.53635, 6.98750, 8.55110], [0.39151, 6.78724, 6.07995], [-0.58665, 6.41972, 1.75904], [-0.22013, 8.53588, -0.47839], [-2.42617, 6.74109, -0.37345], [-0.42091, 9.13491, -2.28643], [-3.34754, 9.54922, -5.39005], [-4.73915, 7.72068, -4.35547], [-3.93432, 6.61426, -2.26520], [-2.06138, 10.26962, 2.20362], [-1.18964, 11.47711, 1.20433], [-1.65001, 9.90512, 0.50157], [2.13321, 10.02197, 1.39845], [1.14275, 9.51423, 0.00759], [1.05452, 11.19705, 0.57258]], "multiplicity": 1, "charge": 1, "max_force_ha_per_bohr": 0.0738}

***

{"formula": "C50H58BaCl3N8O3S2Sb2", "method": "ωB97M-V/def2-TZVPD", "symbols": ["Ba", "N", "C", "C", "C", "C", "C", "C", "C", "C", "N", "C", "H", "H", "H", "H", "H", "H", "H", "H", "C", "Sb", "C", "C", "C", "C", "C", "C", "C", "C", "C", "Sb", "C", "C", "H", "H", "H", "H", "H", "H", "H", "H", "H", "H", "H", "H", "H", "H", "H", "H", "H", "H", "H", "H", "C", "C", "N", "C", "C", "N", "H", "H", "H", "H", "H", "H", "Cl", "C", "C", "C", "C", "C", "C", "N", "C", "C", "N", "C", "O", "C", "C", "C", "Cl", "S", "C", "C", "C", "Cl", "C", "H", "H", "H", "H", "H", "H", "H", "H", "H", "H", "H", "H", "H", "C", "C", "O", "O", "H", "H", "H", "N", "C", "S", "N", "C", "C", "C", "C", "C", "C", "H", "H", "H", "H", "H", "H", "H", "H"], "xyz": [[0.54924, -0.86305, 0.55642], [-1.25361, 1.90242, -1.31721], [-1.67110, 1.94350, -2.62817], [-2.74668, 2.70142, -3.03772], [-3.06064, 2.83833, -4.39829], [-2.30870, 2.22079, -5.36074], [-1.22843, 1.39769, -4.97833], [-0.41811, 0.71521, -5.91168], [0.61141, -0.06368, -5.46475], [0.81403, -0.18502, -4.07843], [0.08870, 0.42320, -3.17348], [-0.91477, 1.23206, -3.60487], [-1.93336, 2.06072, -0.58198], [-0.56305, 1.19963, -1.13721], [-3.34817, 3.20399, -2.28910], [-3.89964, 3.45802, -4.68624], [-2.52395, 2.35111, -6.41344], [-0.61694, 0.82680, -6.97038], [1.25806, -0.59102, -6.15284], [1.61724, -0.81795, -3.70793], [-4.02523, -1.37090, 1.39400], [-2.35734, -1.72612, 0.10801], [-3.50814, -2.32255, -1.60921], [-1.86071, -3.69470, 0.94405], [-2.13764, -4.83118, 0.02405], [-3.43926, -5.32969, -0.05534], [-3.78316, -6.33884, -0.93602], [-2.81383, -6.87179, -1.77315], [-1.51418, -6.40437, -1.69179], [-1.14942, -5.39523, -0.79927], [0.28118, -4.96466, -0.74041], [0.64255, -3.05898, -1.74170], [2.54119, -3.67762, -2.57222], [-0.49736, -3.60336, -3.47228], [-4.77606, -2.14778, 1.25764], [-4.46557, -0.40208, 1.16109], [-3.68360, -1.36051, 2.42796], [-3.43294, -3.39549, -1.77662], [-3.15417, -1.79547, -2.49479], [-4.55543, -2.06808, -1.44910], [-2.48204, -3.75675, 1.83723], [-0.82093, -3.66808, 1.27344], [-4.19716, -4.90924, 0.59747], [-4.79934, -6.70869, -0.97123], [-3.06670, -7.65277, -2.47789], [-0.74908, -6.84596, -2.32050], [0.91365, -5.68439, -1.25957], [0.64241, -4.87594, 0.28588], [2.36463, -4.32032, -3.43346], [3.10836, -4.23219, -1.82634], [3.12914, -2.81657, -2.89058], [-0.14250, -4.56967, -3.82890], [-0.38409, -2.86011, -4.25838], [-1.54910, -3.69038, -3.20887], [1.85760, -2.28642, 3.99053], [2.58889, -2.70944, 2.76686], [2.62238, -2.08098, 1.60665], [3.46825, -2.80517, 0.79259], [3.94115, -3.88565, 1.46888], [3.36417, -3.81644, 2.71303], [1.85003, -1.19941, 4.05313], [2.32806, -2.70290, 4.87915], [0.81925, -2.62123, 3.95448], [3.68623, -2.47373, -0.20996], [4.61734, -4.67351, 1.18796], [3.52379, -4.45799, 3.47004], [6.93696, -0.18078, 4.77484], [6.56518, 0.80402, 3.40887], [5.60327, 1.79316, 3.51356], [5.39459, 2.63429, 2.43683], [6.12055, 2.52156, 1.25510], [5.97545, 3.53739, 0.12933], [4.51318, 3.82533, -0.28700], [3.76314, 2.63214, -0.64064], [4.03830, 1.83712, -1.72608], [3.17644, 0.78694, -1.65318], [2.38318, 0.91218, -0.54134], [2.79360, 2.00909, 0.06776], [6.72193, 4.70729, 0.41736], [6.08443, 5.88468, 0.88865], [5.47046, 5.79172, 2.25766], [6.15014, 5.42640, 3.38276], [7.79243, 4.97106, 3.47484], [5.15173, 5.42254, 4.78825], [3.80015, 5.94027, 3.86673], [4.11071, 6.09744, 2.55398], [7.03425, 1.46907, 1.16373], [7.95779, 1.18184, -0.27320], [7.26675, 0.61658, 2.23317], [5.05244, 1.93144, 4.43386], [4.66622, 3.42796, 2.54680], [6.47901, 3.12945, -0.74508], [4.53601, 4.46328, -1.17083], [3.98482, 4.34567, 0.51130], [4.77607, 2.10725, -2.46180], [3.05243, -0.02367, -2.35242], [2.35219, 2.39281, 0.97557], [5.33085, 6.23292, 0.17410], [6.89235, 6.61733, 0.90581], [2.85571, 6.11223, 4.35750], [3.40634, 6.44561, 1.80997], [8.01318, -0.16074, 2.15373], [-1.11792, 0.47813, 4.06813], [-0.39498, -0.07530, 2.86334], [-0.71216, -1.22419, 2.44040], [0.50190, 0.61313, 2.30704], [-2.16640, 0.61665, 3.80573], [-0.67997, 1.43064, 4.35299], [-1.06703, -0.22848, 4.89722], [-0.36791, 4.09106, 0.83582], [-1.38220, 3.99709, 1.73007], [-2.41599, 2.68709, 1.70558], [-1.48072, 5.05362, 2.57122], [-2.29317, 5.23912, 3.71779], [-2.63494, 4.20373, 4.57892], [-3.38587, 4.47277, 5.71285], [-3.78636, 5.76719, 6.00572], [-3.43465, 6.80049, 5.15126], [-2.69093, 6.53986, 4.01304], [-0.35106, 3.40526, 0.09604], [0.08165, 4.97587, 0.66511], [-0.97147, 5.88112, 2.30243], [-2.31344, 3.19683, 4.36953], [-3.65200, 3.66070, 6.37646], [-4.36239, 5.97061, 6.89833], [-3.74153, 7.81526, 5.36658], [-2.42261, 7.35070, 3.34485]], "multiplicity": 1, "de_lowest_kj_mol": 286.65, "charge": 1, "max_force_ha_per_bohr": 0.0848}

***

| no. | calculated total energy (eV) |
| --- | --- |
| 1 | -98732.5289 |
| 2 | -74795.5394 |
| 3 | -143859.1729 |